--- P ---
DFT (wB97M-V/def2-TZVPD) results for a 2-piece molecular cluster, C3H5NO overall.

Last column: Löwdin charge in e.
CARTESIAN COORDINATES (ANGSTROEM)
1 C -1.7350 -0.6247 -0.4893  -0.05
2 N -0.7306 -0.0224 -0.0987  -0.11
3 O -0.9339 0.9512 0.9153  -0.10
4 H -2.7706 -0.5097 -0.1437  0.08
5 H -1.4649 -1.3575 -1.3090  0.09
6 H -0.0831 1.4523 0.7467  0.07
7 C 2.2286 -0.1333 -0.4294  0.00
8 C 1.8241 0.3106 0.5950  -0.04
9 H 2.2625 -0.7126 -1.3053  0.02
10 H 1.4030 0.6460 1.5184  0.03

- E_LUMO (eV) = 1.1
- charge = 0
- SMILES = C=NO.C#C

=====

--- Q ---
DFT (wB97M-V/def2-TZVPD) results for one molecule with the formula C3H5NO.

Last column: Löwdin charge in e.
CARTESIAN COORDINATES (ANGSTROEM)
1 C -1.1051 0.7362 0.3293  -0.10
2 O -0.3576 0.4431 -0.8395  -0.18
3 C 0.5375 -0.6280 -0.7370  -0.22
4 C 1.5213 -0.4458 0.3527  -0.19
5 N 2.2470 -0.3035 1.2397  0.15
6 H -2.1703 0.7375 0.0822  0.09
7 H -0.8178 1.7237 0.7017  0.09
8 H -0.9342 0.0021 1.1405  0.09
9 H 1.0559 -0.6784 -1.6986  0.13
10 H 0.0232 -1.5870 -0.5710  0.13

- E_LUMO (eV) = 0.8
- charge = 0
- SMILES = COCC#N

=====

--- R ---
DFT (wB97M-V/def2-TZVPD) results for one molecule with the formula C3H5NO.

Last column: Löwdin charge in e.
CARTESIAN COORDINATES (ANGSTROEM)
1 C 1.2237 0.0422 -0.6446  -0.10
2 O 0.1512 -0.8609 -0.4580  -0.18
3 C -1.0178 -0.2387 -0.0180  -0.23
4 C -0.9451 0.1277 1.4171  -0.18
5 N -0.8722 0.4064 2.5369  0.15
6 H 2.1343 -0.5540 -0.7179  0.09
7 H 1.3230 0.7339 0.2020  0.09
8 H 1.0923 0.6197 -1.5703  0.09
9 H -1.8403 -0.9460 -0.1534  0.13
10 H -1.2490 0.6698 -0.5939  0.13

- E_LUMO (eV) = 0.8
- charge = 0
- SMILES = COCC#N

=====

--- S ---
DFT (wB97M-V/def2-TZVPD) results for a 2-piece molecular cluster, C3H5NO overall.

Last column: Löwdin charge in e.
CARTESIAN COORDINATES (ANGSTROEM)
1 N 0.4500 1.5951 -1.0990  0.16
2 C 1.5893 1.5896 -0.9624  -0.35
3 O 2.8564 1.8548 -1.0544  0.11
4 H 3.1878 2.5042 -0.4188  0.14
5 C -1.1676 -1.6401 1.0920  -0.08
6 C -1.4428 -0.9107 0.0148  -0.08
7 H -1.7567 -2.5025 1.3669  0.04
8 H -0.3954 -1.3993 1.8047  0.03
9 H -2.3303 -1.1366 -0.5586  0.04
10 H -0.9906 0.0455 -0.1852  -0.01

- E_LUMO (eV) = 0.0
- charge = 0
- SMILES = N#CO.C=C

=====

The most stable of them is R.

=====

--- P ---
DFT (wB97M-V/def2-TZVPD) results for one molecule with the formula C3H5NO.

Last column: Löwdin charge in e.
CARTESIAN COORDINATES (ANGSTROEM)
1 N -1.7440 0.6573 0.1454  0.09
2 C -0.5315 0.3754 -0.3499  -0.23
3 C 0.4794 -0.0579 0.3529  -0.10
4 C 1.6805 -0.7649 -0.0790  -0.31
5 O 2.6833 -0.8108 0.5765  0.03
6 H -2.0470 0.0577 0.8588  0.09
7 H -2.5023 0.8482 -0.4984  0.10
8 H -0.2536 0.6568 -1.3799  0.14
9 H 0.6168 0.3440 1.3396  0.11
10 H 1.6183 -1.3058 -0.9661  0.09

- E_LUMO (eV) = 0.7
- charge = 0
- SMILES = N/C=C/C=O

=====

--- Q ---
DFT (wB97M-V/def2-TZVPD) results for one molecule with the formula C3H5NO.

Last column: Löwdin charge in e.
CARTESIAN COORDINATES (ANGSTROEM)
1 C -0.2995 1.1858 0.1793  -0.20
2 N -0.3488 0.7987 1.3935  0.04
3 O 0.0029 -0.5228 1.5301  -0.14
4 C 0.2185 -1.0376 0.2022  -0.14
5 C 0.0662 0.1871 -0.7913  -0.14
6 H -0.4071 2.3063 -0.1199  0.15
7 H -0.5973 -1.8172 0.2453  0.14
8 H 1.1561 -1.4813 0.1248  0.08
9 H -0.7808 -0.0124 -1.4171  0.10
10 H 0.9898 0.3934 -1.3469  0.12

- E_LUMO (eV) = 1.0
- charge = 0
- SMILES = C1=NOCC1

=====

The most stable of them is P.

=====

--- P ---
DFT (wB97M-V/def2-TZVPD) results for C3H5NO as an isolated structure.

Last column: Löwdin charge in e.
CARTESIAN COORDINATES (ANGSTROEM)
1 O -1.4645 -1.4519 0.3756  0.09
2 C -0.7861 -0.4968 0.0935  -0.57
3 C 0.3782 -0.4047 -0.9028  -0.17
4 C 1.0922 0.6565 -0.1035  0.08
5 N -0.7827 0.7269 0.7343  0.11
6 H 0.8619 -1.3814 -0.9820  0.12
7 H 0.0537 -0.0612 -1.8893  0.11
8 H 1.7236 0.2157 0.6787  0.05
9 H 0.0535 1.4281 0.3068  0.06
10 H -1.1298 0.7687 1.6887  0.12

- E_LUMO (eV) = -0.2
- charge = 0

=====

--- Q ---
DFT (wB97M-V/def2-TZVPD) results for a 2-piece molecular cluster, C3H5NO overall.

Last column: Löwdin charge in e.
CARTESIAN COORDINATES (ANGSTROEM)
1 C -2.4389 0.7164 -0.2124  -0.06
2 C -1.4104 0.0631 0.5241  -0.31
3 N -0.5290 -0.4916 0.9823  0.14
4 H -1.7659 1.0290 -1.0443  0.11
5 H -2.8656 1.5539 0.1797  0.04
6 H -3.2666 0.0191 -0.4784  0.11
7 C 3.0946 -0.7388 0.1202  -0.19
8 O 3.7076 0.2560 0.1021  0.01
9 H 1.9681 -0.6462 -0.1761  0.08
10 H 3.5060 -1.7609 0.0029  0.08

- E_LUMO (eV) = 0.7
- charge = 0
- SMILES = CC#N.C=O

=====

--- R ---
DFT (wB97M-V/def2-TZVPD) results for one molecule with the formula C3H5NO.

Last column: Löwdin charge in e.
CARTESIAN COORDINATES (ANGSTROEM)
1 C -0.5928 -0.6299 -0.5769  -0.09
2 C -0.6593 0.6336 0.2762  -0.24
3 N 0.6261 0.7092 0.9708  0.09
4 C 1.6332 0.1744 0.5492  -0.36
5 O 2.6423 -0.3241 0.2156  0.16
6 H 0.4114 -0.6056 -1.0301  0.07
7 H -1.2806 -0.7124 -1.4157  0.07
8 H -0.6864 -1.5108 0.0706  0.09
9 H -1.4547 0.6389 1.0302  0.11
10 H -0.7918 1.5349 -0.3344  0.11

- E_LUMO (eV) = 0.9
- charge = 0
- SMILES = CCN=C=O

=====

--- S ---
DFT (wB97M-V/def2-TZVPD) results for C3H5NO as an isolated structure.

Last column: Löwdin charge in e.
CARTESIAN COORDINATES (ANGSTROEM)
1 C -1.0074 0.6513 -0.2235  -0.06
2 C 1.4831 -0.4785 0.4745  -0.42
3 C -0.3392 -0.3472 -0.9438  -0.22
4 N 0.8925 -0.7172 -0.6542  0.08
5 O 2.5396 -0.2263 0.9486  0.10
6 H -0.8865 -0.9899 -1.6279  0.11
7 H 0.3826 -0.3276 1.3713  0.13
8 H -0.5008 1.5944 -0.0523  0.09
9 H -2.0832 0.7261 -0.3308  0.07
10 H -0.4808 0.1149 1.0381  0.13

- E_LUMO (eV) = 0.4
- charge = 0

=====

The most stable of them is R.

=====

--- P ---
DFT (wB97M-V/def2-TZVPD) results for a 2-piece molecular cluster, C3H5NO overall.

Last column: Löwdin charge in e.
CARTESIAN COORDINATES (ANGSTROEM)
1 C 0.6259 -1.3161 1.7982  -0.05
2 N 0.0744 -0.7374 0.8220  -0.08
3 O -1.2917 -0.4607 0.9078  -0.08
4 H 0.2245 -1.5804 2.7414  0.05
5 H 1.7599 -1.2508 1.8422  0.09
6 H -1.6411 -0.0057 0.1507  0.04
7 C 0.2697 1.9469 -2.0485  0.04
8 C -0.4538 1.7477 -1.0979  0.01
9 H 0.8306 1.9314 -2.9355  0.01
10 H -0.9338 1.6768 -0.2563  -0.05

- E_LUMO (eV) = 1.0
- charge = 0
- SMILES = C=NO.C#C

=====

--- Q ---
DFT (wB97M-V/def2-TZVPD) results for one molecule with the formula C3H5NO.

Last column: Löwdin charge in e.
CARTESIAN COORDINATES (ANGSTROEM)
1 C 2.6096 -0.0282 0.1028  0.12
2 C 1.4082 -0.1230 0.1972  -0.13
3 C -0.0048 -0.4681 0.4733  -0.24
4 O -0.4555 0.5185 -0.4512  -0.22
5 N -2.0396 0.3468 -0.4099  0.07
6 H 3.6754 -0.0029 0.1098  0.03
7 H -0.2589 -1.4733 0.1264  0.12
8 H -0.3063 -0.2070 1.4907  0.12
9 H -2.3969 1.2906 -0.2443  0.06
10 H -2.2310 0.1465 -1.3946  0.07

- E_LUMO (eV) = 1.1
- charge = 0
- SMILES = C#CCON

=====

The most stable of them is Q.

=====

--- P ---
DFT (wB97M-V/def2-TZVPD) results for one molecule with the formula C3H5NO.

Last column: Löwdin charge in e.
CARTESIAN COORDINATES (ANGSTROEM)
1 H 1.8037 -1.1256 -1.5732  0.00
2 N 1.1223 -0.4991 -1.4567  0.15
3 C 0.4282 -0.6993 -0.4115  -0.27
4 C -0.7841 0.0432 -0.1312  -0.15
5 C -0.3674 0.9973 1.0162  -0.27
6 O -0.2808 2.1748 1.1702  0.08
7 H 0.6909 -1.2698 0.4182  0.09
8 H -1.0711 0.5452 -1.0729  0.13
9 H -1.6633 -0.4524 0.2792  0.12
10 H 0.1216 0.2858 1.7617  0.12

- E_LUMO (eV) = 0.7
- charge = 0
- SMILES = [H]/N=C/CC=O

=====

--- Q ---
DFT (wB97M-V/def2-TZVPD) results for one molecule with the formula C3H5NO.

Last column: Löwdin charge in e.
CARTESIAN COORDINATES (ANGSTROEM)
1 C 1.1468 -0.9020 -0.1783  0.01
2 C 0.5687 0.2437 0.0356  -0.16
3 C -0.8619 0.3210 0.4073  -0.40
4 N -1.7871 0.1570 -0.6863  0.09
5 O -1.6119 -0.8920 0.3588  -0.06
6 H 2.2512 -0.9161 -0.3822  0.08
7 H 0.7947 -1.8903 0.0764  0.07
8 H 0.9886 1.2223 -0.2437  0.11
9 H -0.9994 1.1090 1.2965  0.18
10 H -2.6374 0.6369 -0.4581  0.08

- E_LUMO (eV) = 1.0
- charge = 0
- SMILES = C=C[C@H]1NO1

=====

--- R ---
DFT (wB97M-V/def2-TZVPD) results for one molecule with the formula C3H5NO.

Last column: Löwdin charge in e.
CARTESIAN COORDINATES (ANGSTROEM)
1 C -0.8936 -0.8289 -0.2073  -0.04
2 C 0.0379 0.2500 0.3556  -0.44
3 O -0.3456 1.4760 -0.2815  -0.05
4 C 1.4081 0.0021 -0.0407  -0.21
5 N 2.5317 -0.0557 -0.1770  0.17
6 H -0.8539 -0.6325 -1.2792  0.08
7 H -0.3170 -1.8641 -0.0984  0.13
8 H -1.8855 -0.8356 0.2944  0.09
9 H -0.0451 0.3737 1.4676  0.16
10 H 0.3629 2.1150 -0.0335  0.11

- E_LUMO (eV) = 0.7
- charge = 0
- SMILES = C[C@H](O)C#N

=====

--- S ---
DFT (wB97M-V/def2-TZVPD) results for C3H5NO as an isolated structure.

Last column: Löwdin charge in e.
CARTESIAN COORDINATES (ANGSTROEM)
1 O -0.8411 0.6656 -1.4988  -0.05
2 C -1.1747 -0.2683 -0.5031  -0.11
3 N -0.0785 -0.1634 0.2231  -0.17
4 C 0.5783 -0.7327 1.2443  -0.05
5 C 0.3716 0.8335 -0.7620  -0.10
6 H -1.9881 -0.9755 -0.5358  0.13
7 H 1.2887 -0.1103 1.7716  0.03
8 H 0.0971 -1.5669 1.7353  0.04
9 H 1.2432 0.4763 -1.3110  0.14
10 H 0.5036 1.8417 -0.3636  0.14

- E_LUMO (eV) = 1.0
- charge = 0

=====

The most stable of them is R.

=====

--- P ---
DFT (wB97M-V/def2-TZVPD) results for one molecule with the formula C3H5NO.

Last column: Löwdin charge in e.
CARTESIAN COORDINATES (ANGSTROEM)
1 O -0.4100 2.1215 -0.3334  0.10
2 C -0.1090 0.9633 -0.2671  -0.36
3 C -0.7895 -0.3695 -0.6271  -0.12
4 N 0.0163 -1.0186 0.4431  -0.05
5 C 0.9743 0.1206 0.4455  -0.12
6 H -1.8756 -0.4695 -0.5458  0.12
7 H -0.4656 -0.7257 -1.6126  0.12
8 H -0.5225 -0.9427 1.3041  0.10
9 H 1.3698 0.4118 1.4234  0.12
10 H 1.8119 -0.0911 -0.2302  0.11

- E_LUMO (eV) = 1.0
- charge = 0
- SMILES = O=C1CNC1

=====

--- Q ---
DFT (wB97M-V/def2-TZVPD) results for one molecule with the formula C3H5NO.

Last column: Löwdin charge in e.
CARTESIAN COORDINATES (ANGSTROEM)
1 C 0.8454 0.1077 -0.7729  -0.10
2 C 0.4185 0.4657 0.9395  -0.14
3 N -0.6654 0.1523 1.4161  0.04
4 C -1.6282 -0.5660 0.3729  -0.24
5 O -2.5754 -1.1963 0.6476  0.11
6 H 1.0995 1.1095 -1.1188  0.05
7 H 1.7960 -0.4010 -0.6116  0.04
8 H 0.4396 -0.4412 -1.6244  0.04
9 H 1.1846 1.1017 1.3588  0.10
10 H -0.9146 -0.3324 -0.6072  0.11

- E_LUMO (eV) = 0.6
- charge = 0
- SMILES = C/C=N\C=O

=====

The most stable of them is P.

=====

--- P ---
DFT (wB97M-V/def2-TZVPD) results for an isolated ion of composition C2H5S and charge -1.

Last column: Löwdin charge in e.
CARTESIAN COORDINATES (ANGSTROEM)
1 C -0.2667 0.4173 -0.6979  -0.23
2 C 0.2031 -0.5509 0.5036  -0.94
3 S 0.7965 0.2445 1.9202  0.06
4 H -0.8859 1.2969 -0.3760  0.04
5 H 0.6739 0.8991 -0.9210  0.02
6 H -0.7745 -0.0304 -1.5684  0.03
7 H -0.7366 -1.1472 0.9779  0.05
8 H 0.9902 -1.1294 0.1617  -0.03

- E_LUMO (eV) = 4.5
- charge = -1
- SMILES = CC[S-]

=====

--- Q ---
DFT (wB97M-V/def2-TZVPD) results for a 2-piece molecular cluster, C2H5S overall.

Last column: Löwdin charge in e.
CARTESIAN COORDINATES (ANGSTROEM)
1 S 1.0545 -0.3844 1.8022  -0.37
2 H 1.2236 0.0423 3.0020  -0.57
3 C -0.7085 -0.1252 -1.9875  -0.07
4 C -1.5532 0.8982 -1.9701  -0.08
5 H -0.3396 -0.5968 -1.1103  0.00
6 H -0.3611 -0.5525 -2.9613  0.05
7 H -1.9093 1.3034 -1.1154  0.00
8 H -1.9149 1.3167 -2.9050  0.04

- E_LUMO (eV) = 4.1
- charge = -1

=====

--- R ---
DFT (wB97M-V/def2-TZVPD) results for a 2-piece molecular cluster, C2H5S overall.

Last column: Löwdin charge in e.
CARTESIAN COORDINATES (ANGSTROEM)
1 S -3.4260 -0.0028 -0.0070  -0.39
2 H -2.5834 0.8200 -0.6454  -0.50
3 C 0.4619 0.0139 0.4633  -0.08
4 C 1.5398 -0.2893 -0.2416  -0.11
5 H 0.5341 0.3808 1.4789  0.04
6 H -0.5398 -0.0697 0.0520  -0.02
7 H 1.4681 -0.6557 -1.2577  0.03
8 H 2.5454 -0.1972 0.1574  0.03

- E_LUMO (eV) = 3.9
- charge = -1

=====

The most stable of them is R.

=====

--- P ---
DFT (wB97M-V/def2-TZVPD) results for one molecule with the formula C5H12O2.

Last column: Löwdin charge in e.
CARTESIAN COORDINATES (ANGSTROEM)
1 C 2.3329 0.2086 1.3675  -0.10
2 C 0.8968 0.6561 1.0916  -0.21
3 C 0.3100 -0.0479 -0.1379  -0.40
4 O 0.2159 -1.4382 0.0524  -0.07
5 C -1.1280 0.3303 -0.4929  -0.31
6 C -1.5275 -0.1490 -1.8780  -0.05
7 O -1.9399 -0.4452 0.5285  -0.07
8 H 2.3700 -0.8813 1.4578  0.07
9 H 3.0022 0.5023 0.5494  0.07
10 H 2.7254 0.6468 2.2930  0.07
11 H 0.2671 0.4314 1.9611  0.12
12 H 0.8613 1.7433 0.9332  0.11
13 H 0.8964 0.2768 -1.0199  0.16
14 H -0.7261 -1.4205 0.4682  0.08
15 H -1.2693 1.4138 -0.3656  0.15
16 H -1.2033 -1.1895 -1.9867  0.09
17 H -2.6146 -0.0725 -1.9343  0.08
18 H -1.1161 0.4247 -2.7193  0.09
19 H -2.6233 -1.0409 0.1636  0.11

- E_LUMO (eV) = 0.8
- charge = 0
- SMILES = CC[C@@H](O)[C@@H](C)O

=====

--- Q ---
DFT (wB97M-V/def2-TZVPD) results for a 3-piece molecular cluster, C5H12O2 overall.

Last column: Löwdin charge in e.
CARTESIAN COORDINATES (ANGSTROEM)
1 C -0.8641 1.8173 2.1775  0.00
2 C -1.2268 0.9806 1.2014  -0.18
3 C -0.5201 -0.2293 0.7702  -0.15
4 C 0.5339 -0.7975 1.3317  -0.17
5 C 1.3281 -1.8843 0.6919  -0.10
6 H -1.3600 2.7676 2.3000  0.05
7 H -0.0748 1.5731 2.8702  0.05
8 H -2.0979 1.2753 0.6293  0.09
9 H -0.9309 -0.6923 -0.1200  0.10
10 H 0.9503 -0.4086 2.2583  0.10
11 H 1.6590 -2.6704 1.3685  0.07
12 H 0.7879 -2.2948 -0.1612  0.07
13 H 2.2358 -1.4332 0.2795  0.07
14 O 1.5734 1.2796 -1.5045  -0.06
15 H 2.4510 1.1245 -1.1292  0.03
16 H 1.0592 1.5264 -0.7201  0.02
17 O -1.1992 -0.9015 -3.2106  -0.06
18 H -1.9934 -1.3625 -3.5006  0.03
19 H -0.4331 -1.4644 -3.3447  0.03

- E_LUMO (eV) = 0.8
- charge = 0
- SMILES = C=C/C=C/C.O.O

=====

--- R ---
DFT (wB97M-V/def2-TZVPD) results for a 2-piece molecular cluster, C5H12O2 overall.

Last column: Löwdin charge in e.
CARTESIAN COORDINATES (ANGSTROEM)
1 C -1.4182 -0.4305 -1.9288  0.04
2 C -1.0089 -0.5507 -0.6669  -0.41
3 O -1.8340 -0.7380 0.4050  0.03
4 C 0.4372 -0.5539 -0.2352  -0.36
5 O 0.8144 -1.8753 0.1262  -0.01
6 C 0.7296 0.4342 0.8981  -0.21
7 C 2.2078 0.4251 1.2814  -0.10
8 H -2.4689 -0.4671 -2.2079  0.07
9 H -0.6968 -0.2984 -2.7254  0.07
10 H -2.7511 -0.7476 0.0990  0.12
11 H 1.0517 -0.3016 -1.1060  0.15
12 H 0.2000 -2.1535 0.8197  0.10
13 H 0.1086 0.1611 1.7624  0.11
14 H 0.4150 1.4403 0.5899  0.10
15 H 2.5336 -0.5934 1.5127  0.07
16 H 2.8343 0.7984 0.4621  0.08
17 H 2.3935 1.0549 2.1570  0.07
18 H -1.8401 2.4648 -0.2290  0.05
19 H -1.7130 2.0217 -0.8162  0.03

- E_LUMO (eV) = 0.8
- charge = 0
- SMILES = C=C(O)[C@H](O)CC.[H][H]

=====

The most stable of them is P.